[1]
ORCA calculation (wB97M-V/def2-TZVPD) on a cluster of 3 separate species, C18H30BFN6O8 in total.

```
64
Properties=species:S:1:pos:R:3
C -2.146 -2.309 1.975
C -2.104 -0.802 2.062
O -1.901 -0.249 3.118
N -2.329 -0.033 0.894
C -2.554 -0.805 -0.324
C -3.387 0.956 1.148
C -3.053 2.391 0.682
C -1.565 2.781 0.699
C -1.202 3.662 1.895
C 0.276 3.990 2.149
C 0.873 4.966 1.160
B 1.069 4.504 -0.343
O 1.227 3.187 -0.730
O 1.128 5.508 -1.307
O 0.169 4.738 3.448
C 0.284 3.846 4.449
O 0.197 4.078 5.608
O 0.535 2.591 3.919
C 1.196 2.883 2.724
F 2.374 3.544 3.103
C 1.642 1.704 1.902
C 2.877 1.721 1.270
C 3.262 0.617 0.531
C 2.391 -0.457 0.453
C 1.173 -0.366 1.113
N 0.803 0.681 1.835
H -1.796 -2.691 2.931
H -3.170 -2.654 1.819
H -1.515 -2.714 1.185
H -1.731 -1.494 -0.500
H -3.486 -1.385 -0.294
H -2.598 -0.130 -1.180
H -3.641 0.968 2.204
H -4.289 0.643 0.609
H -3.486 2.590 -0.300
H -3.583 3.062 1.366
H -1.414 3.377 -0.212
H -0.915 1.911 0.629
H -1.707 4.627 1.803
H -1.616 3.185 2.786
H 0.210 5.834 1.129
H 1.838 5.322 1.535
H 0.435 2.741 -1.039
H 0.368 5.453 -1.896
H 3.530 2.576 1.367
H 4.226 0.593 0.043
H 2.648 -1.348 -0.104
H 0.468 -1.189 1.048
N 0.349 -4.946 -2.193
C -0.808 -4.331 -1.847
N -1.913 -4.694 -2.573
O -0.880 -3.501 -0.949
H 0.436 -5.623 -2.927
H 1.179 -4.709 -1.683
H -2.783 -4.258 -2.336
H -1.888 -5.372 -3.310
N 2.806 -4.609 -5.341
C 3.079 -5.728 -4.606
N 3.936 -6.620 -5.180
O 2.586 -5.913 -3.503
H 3.198 -4.431 -6.245
H 2.184 -3.935 -4.935
H 4.153 -7.448 -4.657
H 4.353 -6.487 -6.081
```

charge	0
LUMO level	0.14	eV

---

[2]
ORCA calculation (wB97M-V/def2-TZVPD) on an isolated molecule of C5H13NO2.

```
21
Properties=species:S:1:pos:R:3
C -0.356 1.025 2.639
N -0.349 1.161 1.194
C 0.252 0.090 0.433
C 1.310 0.647 -0.529
O 1.889 -0.317 -1.377
C -0.848 -0.706 -0.290
C -1.506 0.090 -1.385
O -0.280 -1.949 -0.734
H -0.207 -0.014 2.925
H -1.324 1.281 3.057
H 0.438 1.574 3.168
H -0.040 2.075 0.904
H 0.741 -0.665 1.054
H 0.839 1.397 -1.174
H 2.108 1.057 0.082
H 1.757 -1.226 -1.092
H -1.631 -0.981 0.427
H -1.884 0.956 -0.864
H -2.272 -0.454 -1.928
H -0.769 0.461 -2.088
H -0.403 -2.061 -1.690
```

charge	0
relative energy (zero: lowest compared OMol25 entry of this formula, charge and spin)	170.14	kJ/mol
LUMO level	0.93	eV

---

[3]
ORCA calculation (wB97M-V/def2-TZVPD) on an isolated molecule of CF6N2.

```
9
Properties=species:S:1:pos:R:3
F 0.671 1.492 -1.536
N -0.349 0.701 -1.269
F -1.426 1.532 -0.985
C -0.221 -0.079 0.380
F -1.261 -0.888 0.193
F -0.540 0.799 1.344
N 1.001 -0.647 0.610
F 0.745 -1.477 1.698
F 1.381 -1.433 -0.435
```

charge	0
relative energy (zero: lowest compared OMol25 entry of this formula, charge and spin)	0.00	kJ/mol
LUMO level	0.20	eV

---

[4]
ORCA calculation (wB97M-V/def2-TZVPD) on a structure of composition C11H4I2N2O2S3W.

```
25
Properties=species:S:1:pos:R:3
W 0.151 1.555 0.627
S 0.531 1.348 2.970
C 2.115 0.724 2.517
S 2.462 1.069 0.835
C 2.932 0.053 3.362
C 4.202 -0.420 2.914
N 5.208 -0.805 2.512
C 2.535 -0.215 4.706
N 2.187 -0.474 5.771
O 0.778 1.398 -1.300
C -0.478 1.187 -1.461
O -1.212 2.001 -0.784
C -1.033 -0.080 -1.949
C -1.312 -0.439 -3.254
C -1.883 -1.684 -3.491
C -2.170 -2.548 -2.443
C -1.871 -2.200 -1.132
C -1.301 -0.961 -0.887
S -0.829 -0.536 0.784
H -1.101 0.240 -4.069
H -2.098 -1.978 -4.509
H -2.622 -3.510 -2.643
H -2.054 -2.886 -0.315
I -0.592 4.149 1.420
I -2.547 5.014 -0.179
```

charge	+2
relative energy (zero: lowest compared OMol25 entry of this formula, charge and spin)	0.00	kJ/mol
LUMO level (alpha / beta)	-10.44 / -10.49	eV

---

[5]
ORCA calculation (wB97M-V/def2-TZVPD) on a cluster of 8 separate species, C36H32BF4O22 in total.

```
95
Properties=species:S:1:pos:R:3
B 1.172 -0.092 -1.118
F 1.124 1.118 -0.389
F 0.947 0.201 -2.469
F 2.575 -0.405 -1.077
F 0.364 -1.099 -0.571
C 2.020 -6.482 -2.442
C 1.136 -5.889 -3.570
C 0.818 -4.435 -3.646
O 0.069 -4.023 -4.484
C 1.653 -3.564 -2.840
C 2.597 -4.028 -1.685
C 2.764 -5.454 -1.466
O 3.478 -6.023 -0.589
O 3.092 -3.258 -0.751
O 0.407 -6.798 -4.332
H 2.278 -7.559 -2.476
H 1.412 -2.606 -2.871
H 3.153 -2.309 -0.987
H -0.282 -6.337 -4.925
C -5.457 -1.567 1.190
C -4.076 -1.605 0.376
C -4.128 -1.913 -1.085
O -3.080 -1.795 -1.797
C -5.338 -2.500 -1.664
C -6.572 -2.642 -0.688
C -6.629 -2.077 0.632
O -7.747 -1.912 1.214
O -7.781 -3.333 -1.144
O -2.964 -0.982 0.938
H -5.527 -1.064 2.132
H -5.318 -2.663 -2.715
H -8.422 -3.444 -0.437
H -2.300 -0.636 0.386
C 2.156 -0.704 2.843
C 2.755 -1.829 3.758
C 2.443 -1.908 5.099
O 2.774 -2.949 5.692
C 1.893 -0.785 5.753
C 1.369 0.408 4.906
C 1.315 0.305 3.339
O 0.625 1.038 2.662
O 1.078 1.758 5.358
O 3.371 -2.839 3.093
H 2.175 -0.779 1.784
H 2.083 -0.469 6.793
H 1.156 1.750 6.169
H 3.655 -3.335 3.697
C 1.524 6.024 -4.268
C 0.206 6.291 -3.451
C -0.557 5.118 -2.979
O -1.636 5.179 -2.484
C 0.148 3.783 -3.155
C 1.504 3.489 -3.827
C 2.103 4.724 -4.483
O 3.161 4.565 -5.183
O 2.349 2.471 -3.608
O -0.379 7.498 -3.265
H 2.052 6.877 -4.550
H -0.308 3.119 -2.394
H 1.964 1.528 -3.227
H -1.146 7.414 -2.511
C -3.551 5.618 1.167
C -4.519 4.609 0.474
C -4.007 3.269 0.172
O -4.827 2.407 -0.121
C -2.667 2.831 0.417
C -1.754 3.900 1.064
C -2.182 5.343 1.352
O -1.386 6.198 1.863
O -0.333 3.839 1.213
O -5.812 5.039 0.248
H -4.002 6.657 1.388
H -2.150 1.920 0.319
H -0.065 2.972 0.853
H -6.372 4.356 -0.261
C 4.430 2.315 -1.143
C 5.003 2.812 0.306
O 6.115 3.245 0.387
C 4.138 2.604 1.568
H 4.294 1.145 -1.268
H 5.058 2.645 -1.896
H 3.540 2.951 -1.199
H 4.844 2.867 2.235
H 3.765 1.552 1.741
H 3.137 3.073 1.756
C 0.830 -5.013 3.236
C -0.271 -4.566 2.134
O -1.486 -4.743 2.420
C 0.286 -3.951 0.936
H 1.828 -4.929 2.868
H 0.727 -5.938 3.653
H 0.625 -4.302 3.992
H -0.484 -3.603 0.195
H 1.042 -4.656 0.632
H 0.935 -3.032 1.087
```

charge	-1
relative energy (zero: lowest compared OMol25 entry of this formula, charge and spin)	482.65	kJ/mol
LUMO level	-0.82	eV

---

[6]
ORCA calculation (wB97M-V/def2-TZVPD) on a cluster of 12 separate species, C3H33N2O11 in total.

```
49
Properties=species:S:1:pos:R:3
C 2.099 -0.988 -1.237
N 2.873 0.258 -1.119
C 1.168 -1.123 -0.120
N 0.194 0.080 -0.295
C -0.817 0.431 0.797
H 1.673 -0.996 -2.215
H 2.697 -2.034 -1.206
H 3.287 0.563 -2.009
H 3.409 0.365 -0.244
H 0.582 -2.059 -0.202
H 1.703 -1.369 0.856
H -0.453 -0.318 -1.035
H 0.822 0.869 -0.638
H -1.747 -0.333 0.769
H -0.467 0.458 1.755
H -1.337 1.395 0.502
H -2.436 -1.345 -1.517
H -2.056 -2.876 -1.343
O -1.909 -1.915 -0.963
H -0.573 -0.936 -4.217
H -1.143 -0.734 -2.942
O -0.270 -1.012 -3.192
H -3.031 1.117 -1.557
H -1.576 1.469 -2.159
O -2.249 0.768 -2.086
H 1.549 3.000 2.284
H 1.307 1.997 0.971
O 1.147 2.853 1.368
H 1.374 -4.054 2.455
H -0.181 -3.781 2.235
O 0.507 -4.357 2.253
H -0.704 3.127 0.082
H -1.248 4.533 0.579
O -1.387 3.573 0.467
H 2.173 0.328 3.166
H 2.661 1.786 3.561
O 2.044 1.194 3.253
H 0.747 -4.954 -0.973
H 0.188 -4.049 0.081
O 0.624 -4.034 -0.793
H -0.802 0.364 4.402
H -2.041 -0.404 3.697
O -1.102 -0.383 3.800
H -3.521 2.582 0.652
H -4.294 2.015 -0.448
O -3.540 1.694 0.227
H 1.194 3.164 -2.800
H 1.815 1.839 -2.373
O 1.047 2.229 -2.526
```

charge	+1
relative energy (zero: lowest compared OMol25 entry of this formula, charge and spin)	443.36	kJ/mol
LUMO level	-2.39	eV

---

[7]
ORCA calculation (wB97M-V/def2-TZVPD) on a structure of composition C48H33F9N5PS2Sc.

```
99
Properties=species:S:1:pos:R:3
Sc -0.441 -1.389 0.694
S 1.122 -3.038 2.208
C 1.617 -1.458 2.691
N 0.889 -0.418 2.285
C 1.390 0.816 2.713
C 0.820 2.049 2.470
C 1.497 3.099 2.963
C 2.671 3.042 3.752
C 3.273 1.807 3.934
C 2.585 0.680 3.461
S 3.044 -1.025 3.650
H -0.074 2.119 1.910
H 1.136 4.124 2.878
H 3.184 3.922 3.998
H 4.166 1.684 4.546
N -2.644 -1.771 -3.474
C -3.212 -0.477 -3.324
C -2.594 0.043 -2.231
N -1.739 -0.846 -1.677
C -1.741 -1.890 -2.458
C -0.841 -2.987 -2.212
N -0.221 -3.134 -1.031
C 0.395 -4.322 -1.055
C 0.220 -4.918 -2.261
N -0.577 -4.091 -2.974
H -2.821 -2.522 -4.111
H -4.003 -0.153 -4.018
H -2.785 1.034 -1.896
H 0.936 -4.631 -0.225
H 0.596 -5.880 -2.620
H -0.698 -4.100 -3.963
C -5.829 -3.148 4.066
C -5.089 -3.938 3.214
C -4.040 -3.387 2.487
C -3.779 -2.015 2.525
C -4.575 -1.186 3.323
C -5.654 -1.759 4.028
C -2.669 -1.476 1.675
C -2.038 -0.331 1.662
C -2.311 0.731 2.653
C -2.933 1.837 2.177
C -3.163 2.978 2.970
C -2.659 3.016 4.257
C -1.860 1.954 4.736
C -1.727 0.786 3.946
H -6.523 -3.621 4.723
H -5.302 -5.023 3.135
H -3.422 -3.954 1.855
H -4.365 -0.106 3.373
H -6.317 -1.041 4.430
H -2.455 -2.276 0.890
H -3.381 1.807 1.187
H -3.702 3.846 2.639
H -2.749 3.889 4.825
H -1.267 1.958 5.644
H -0.976 0.068 4.292
F 7.590 -0.145 0.919
C 6.751 0.812 1.378
F 6.732 0.619 2.712
F 7.310 2.003 1.179
C 5.384 0.741 0.773
C 4.702 1.910 0.410
C 3.417 1.918 -0.138
C 2.814 0.675 -0.279
C 3.476 -0.452 0.195
C 4.759 -0.473 0.670
P 1.093 0.309 -0.995
C 1.439 -0.615 -2.565
C 0.767 -0.309 -3.758
C 0.897 -1.146 -4.856
C 1.616 -2.373 -4.793
C 2.344 -2.648 -3.605
C 2.243 -1.781 -2.562
C 1.525 -3.426 -5.894
F 2.529 -4.318 -5.988
F 0.319 -4.116 -5.799
F 1.464 -2.882 -7.085
C 0.445 1.910 -1.514
C -0.800 2.304 -1.004
C -1.437 3.492 -1.419
C -0.763 4.244 -2.340
C 0.457 3.844 -2.884
C 1.121 2.710 -2.422
C -1.471 5.437 -2.907
F -2.101 6.178 -1.986
F -0.637 6.209 -3.572
F -2.395 5.035 -3.776
H 5.239 2.889 0.491
H 2.898 2.857 -0.351
H 3.082 -1.467 0.175
H 5.235 -1.437 0.869
H 0.296 0.647 -3.913
H 0.383 -0.975 -5.827
H 2.810 -3.647 -3.534
H 2.821 -1.948 -1.613
H -1.344 1.628 -0.345
H -2.349 3.874 -1.006
H 0.898 4.537 -3.583
H 2.078 2.399 -2.791
```

charge	+1
relative energy (zero: lowest compared OMol25 entry of this formula, charge and spin)	17.73	kJ/mol
LUMO level	-2.99	eV

---

[8]
ORCA calculation (wB97M-V/def2-TZVPD) on a structure of composition C40H32AsN6O3PmS.

```
84
Properties=species:S:1:pos:R:3
Pm 10.381 10.358 9.694
N 5.963 11.662 11.491
C 7.268 11.332 11.256
S 7.597 11.084 9.600
N 8.001 11.189 12.303
N 9.284 10.861 12.051
C 9.996 10.624 13.092
C 11.451 10.638 12.982
C 12.260 10.627 14.117
C 13.569 10.933 13.956
C 14.106 11.208 12.723
C 13.243 11.092 11.640
N 11.968 10.823 11.763
H 5.328 11.635 10.726
H 5.645 11.772 12.456
H 9.503 10.660 14.074
H 11.841 10.427 15.065
H 14.179 10.924 14.845
H 15.156 11.443 12.567
H 13.615 11.155 10.602
C 9.001 5.959 10.078
O 8.068 5.944 9.029
C 8.287 6.735 7.962
C 7.611 6.293 6.860
C 7.655 6.948 5.641
C 8.450 8.065 5.529
C 9.113 8.589 6.666
C 9.915 9.739 6.394
N 10.441 10.523 7.260
N 11.276 11.509 6.771
C 12.198 11.754 7.652
O 12.320 11.200 8.819
C 13.232 12.748 7.262
C 13.948 13.380 8.406
C 15.122 14.405 8.121
C 15.282 14.681 6.652
C 14.604 13.999 5.729
C 13.533 13.047 6.005
C 9.084 7.921 7.927
O 9.744 8.384 8.971
H 8.798 5.072 10.699
H 8.852 6.837 10.722
H 10.044 5.903 9.708
H 7.023 5.424 6.959
H 7.091 6.576 4.794
H 8.513 8.621 4.564
H 10.117 10.006 5.370
H 14.283 12.584 9.077
H 16.119 14.126 8.499
H 16.016 15.429 6.368
H 14.761 14.162 4.692
H 12.996 12.585 5.159
C 14.009 16.728 8.184
C 12.786 16.979 7.751
C 11.714 15.973 7.970
C 11.838 14.929 8.805
C 13.197 14.487 9.236
C 14.352 15.482 8.977
As 10.364 13.824 9.411
C 8.840 14.604 8.445
C 8.508 14.330 7.110
C 7.320 14.841 6.581
C 6.522 15.662 7.363
C 6.871 15.982 8.660
C 8.054 15.445 9.205
C 8.584 15.619 10.590
C 8.003 16.421 11.570
C 8.595 16.504 12.816
C 9.735 15.746 13.156
C 10.296 14.947 12.159
C 9.745 14.892 10.879
H 14.806 17.429 8.027
H 12.497 17.841 7.189
H 10.735 16.215 7.587
H 13.169 14.217 10.292
H 14.873 15.758 9.913
H 9.116 13.654 6.496
H 7.059 14.555 5.578
H 5.611 16.062 6.962
H 6.198 16.548 9.255
H 7.076 16.973 11.351
H 8.159 17.159 13.541
H 10.134 15.797 14.163
H 11.149 14.309 12.352
```

multiplicity	5
charge	0
⟨S²⟩	6.00
relative energy (zero: lowest compared OMol25 entry of this formula, charge and spin)	315.36	kJ/mol
LUMO level (alpha / beta)	-0.63 / -0.64	eV

---

- Which of these has the highest charge?
  C11H4I2N2O2S3W

---

What did the eighth record say?
ORCA calculation (wB97M-V/def2-TZVPD) on a structure of composition C40H32AsN6O3PmS.

```
84
Properties=species:S:1:pos:R:3
Pm 10.381 10.358 9.694
N 5.963 11.662 11.491
C 7.268 11.332 11.256
S 7.597 11.084 9.600
N 8.001 11.189 12.303
N 9.284 10.861 12.051
C 9.996 10.624 13.092
C 11.451 10.638 12.982
C 12.260 10.627 14.117
C 13.569 10.933 13.956
C 14.106 11.208 12.723
C 13.243 11.092 11.640
N 11.968 10.823 11.763
H 5.328 11.635 10.726
H 5.645 11.772 12.456
H 9.503 10.660 14.074
H 11.841 10.427 15.065
H 14.179 10.924 14.845
H 15.156 11.443 12.567
H 13.615 11.155 10.602
C 9.001 5.959 10.078
O 8.068 5.944 9.029
C 8.287 6.735 7.962
C 7.611 6.293 6.860
C 7.655 6.948 5.641
C 8.450 8.065 5.529
C 9.113 8.589 6.666
C 9.915 9.739 6.394
N 10.441 10.523 7.260
N 11.276 11.509 6.771
C 12.198 11.754 7.652
O 12.320 11.200 8.819
C 13.232 12.748 7.262
C 13.948 13.380 8.406
C 15.122 14.405 8.121
C 15.282 14.681 6.652
C 14.604 13.999 5.729
C 13.533 13.047 6.005
C 9.084 7.921 7.927
O 9.744 8.384 8.971
H 8.798 5.072 10.699
H 8.852 6.837 10.722
H 10.044 5.903 9.708
H 7.023 5.424 6.959
H 7.091 6.576 4.794
H 8.513 8.621 4.564
H 10.117 10.006 5.370
H 14.283 12.584 9.077
H 16.119 14.126 8.499
H 16.016 15.429 6.368
H 14.761 14.162 4.692
H 12.996 12.585 5.159
C 14.009 16.728 8.184
C 12.786 16.979 7.751
C 11.714 15.973 7.970
C 11.838 14.929 8.805
C 13.197 14.487 9.236
C 14.352 15.482 8.977
As 10.364 13.824 9.411
C 8.840 14.604 8.445
C 8.508 14.330 7.110
C 7.320 14.841 6.581
C 6.522 15.662 7.363
C 6.871 15.982 8.660
C 8.054 15.445 9.205
C 8.584 15.619 10.590
C 8.003 16.421 11.570
C 8.595 16.504 12.816
C 9.735 15.746 13.156
C 10.296 14.947 12.159
C 9.745 14.892 10.879
H 14.806 17.429 8.027
H 12.497 17.841 7.189
H 10.735 16.215 7.587
H 13.169 14.217 10.292
H 14.873 15.758 9.913
H 9.116 13.654 6.496
H 7.059 14.555 5.578
H 5.611 16.062 6.962
H 6.198 16.548 9.255
H 7.076 16.973 11.351
H 8.159 17.159 13.541
H 10.134 15.797 14.163
H 11.149 14.309 12.352
```

multiplicity	5
charge	0
⟨S²⟩	6.00
relative energy (zero: lowest compared OMol25 entry of this formula, charge and spin)	315.36	kJ/mol
LUMO level (alpha / beta)	-0.63 / -0.64	eV

---

- Among the records above, which one has the lowest charge?
  C36H32BF4O22

---

- Which of these has the highest charge?
  C11H4I2N2O2S3W